# C40H72BF9NO21

A cluster of 7 separate species, C40H72BF9NO21 in total at a distorted geometry (ωB97M-V/def2-TZVPD, the Open Molecules 2025 dataset).

Last columns: bonded neighbours and bond lengths (Å).
Cartesian coordinates (Å):
1 F -1.28523 0.19589 2.68855  C48 1.374
2 F -2.63566 -2.08470 2.67656  C54 1.338
3 F -0.47157 0.78281 0.76305  C48 1.357
4 F -4.87141 -0.56329 2.39246  C42 1.322
5 F -5.19937 -2.62762 1.98633  C42 1.319
6 F -3.05145 0.45069 0.78560  C71 1.356
7 F -2.05854 -0.97812 -0.50847  C71 1.333
8 F -5.10250 -1.24080 0.36694  C42 1.311
9 F -2.96656 -2.91595 0.69882  C54 1.340
10 O 2.61557 -3.15822 -1.84214  C59 1.401, B72 1.503
11 O 3.21164 -1.26847 -0.58905  C32 1.436, B72 1.495
12 O -2.99184 3.10587 8.50887  C34 1.336, C47 1.429
13 O -4.21023 3.21266 6.61217  C34 1.204
14 O -9.14883 -0.66228 2.02357  C50 1.440, C67 1.327
15 O 4.12207 -2.66508 4.13741  C58 1.322, C63 1.444
16 O -3.34635 1.28136 7.41408  C34 1.328, C44 1.440
17 O -11.24246 -1.17683 1.99602  C65 1.428, C67 1.336
18 O 0.75358 6.09974 -1.55862  C53 1.441, C55 1.325
19 O -1.19905 2.03862 -7.54464  C38 1.327, C51 1.443
20 O 9.10284 -0.52292 -2.95388  C61 1.330, C62 1.427
21 O 1.22682 1.71475 -2.51348  C35 1.462, C64 1.413
22 O 2.44679 -4.18112 4.11030  C58 1.205
23 O 2.91224 -2.89227 5.90877  C39 1.432, C58 1.342
24 O -10.67193 1.00090 1.83834  C67 1.204
25 O 0.22677 7.86293 -2.68138  C55 1.338, C70 1.427
26 O 8.30093 1.33671 -3.67860  C45 1.433, C61 1.329
27 O -0.80556 0.78918 -9.26067  C38 1.340, C56 1.428
28 O -1.04164 -0.19898 -7.24567  C38 1.202
29 O 10.49506 0.90099 -4.01846  C61 1.207
30 O -0.81926 7.49266 -0.71656  C55 1.205
31 N 4.83758 -3.19017 -0.70101  B72 1.571, H113 1.014, H117 1.015
32 C 1.79449 -1.47230 -0.47890  O11 1.436, C40 1.531, C41 1.525, C59 1.546
33 C 0.39031 -3.68660 -1.02491  C43 1.533, C59 1.537, C66 1.553, H90 1.090
34 C -3.57595 2.58946 7.42356  O12 1.336, O13 1.204, O16 1.328
35 C 2.63268 1.37295 -2.30536  O21 1.462, C64 1.457, H119 1.083, H126 1.078
36 C 8.43104 2.38158 -5.88206  C45 1.513, H128 1.089, H131 1.090, H136 1.090
37 C 0.11566 -1.39326 1.59488  C40 1.540, C48 1.528, H77 1.090, H135 1.087
38 C -1.01398 0.78413 -7.93708  O19 1.327, O27 1.340, O28 1.202
39 C 1.85110 -3.53817 6.62053  O23 1.432, C68 1.514, H111 1.090, H122 1.089
40 C 1.50213 -1.12176 0.98229  C32 1.531, C37 1.540, H127 1.088, H140 1.087
41 C 1.15081 -0.59326 -1.54530  C32 1.525, C64 1.522, H73 1.094, H106 1.087
42 C -4.60295 -1.53871 1.54179  F4 1.322, F5 1.319, F8 1.311, C54 1.545
43 C 0.15030 -3.85972 -2.52864  C33 1.533, H75 1.084, H83 1.095, H104 1.088
44 C -3.87038 0.57125 6.27615  O16 1.440, C52 1.512, H102 1.090, H103 1.088
45 C 8.42893 2.57892 -4.38175  O26 1.433, C36 1.513, H79 1.088, H118 1.090
46 C -0.64043 4.33919 -0.58070  C53 1.511, H93 1.090, H112 1.091, H116 1.090
47 C -3.11330 4.52486 8.62140  O12 1.429, H86 1.089, H107 1.086, H139 1.088
48 C -0.93214 -0.29058 1.45349  F1 1.374, F3 1.357, C37 1.528, C71 1.546
49 C -0.71350 -5.30324 0.71964  C66 1.537, H96 1.091, H105 1.089, H120 1.085
50 C -8.08056 0.30290 2.01531  O14 1.440, C60 1.512, H82 1.089, H123 1.082
51 C -1.37686 2.22313 -6.12418  O19 1.443, C69 1.511, H95 1.090, H100 1.089
52 C -3.01070 0.74819 5.04501  C44 1.512, H76 1.085, H78 1.089, H142 1.089
53 C 0.58561 5.20994 -0.43773  O18 1.441, C46 1.511, H130 1.088, H143 1.090
54 C -3.08456 -1.81001 1.44684  F2 1.338, F9 1.340, C42 1.545, C71 1.568
55 C -0.02594 7.17090 -1.56430  O18 1.325, O25 1.338, O30 1.205
56 C -0.53683 -0.50143 -9.81002  O27 1.428, H94 1.088, H98 1.089, H109 1.086
57 C 4.45509 -1.72626 -2.88147  B72 1.646, H88 1.091, H108 1.094, H114 1.093
58 C 3.10623 -3.33341 4.65622  O15 1.322, O22 1.205, O23 1.342
59 C 1.73616 -2.99095 -0.76485  O10 1.401, C32 1.546, C33 1.537, H138 1.101
60 C -7.91866 0.97930 3.35836  C50 1.512, H115 1.091, H124 1.089, H129 1.090
61 C 9.40500 0.60067 -3.59742  O20 1.330, O26 1.329, O29 1.207
62 C 10.17698 -1.45486 -2.83332  O20 1.427, H74 1.088, H85 1.089, H121 1.086
63 C 4.48830 -3.05283 2.79602  O15 1.444, H125 1.085, H133 1.084, H134 1.088
64 C 1.57573 0.86457 -1.44041  O21 1.413, C35 1.457, C41 1.522, H87 1.088
65 C -12.61433 -0.78138 1.96692  O17 1.428, H80 1.088, H91 1.086, H137 1.089
66 C 0.36664 -5.08559 -0.35133  C33 1.553, C49 1.537, H89 1.090, H99 1.087
67 C -10.37564 -0.16123 1.94646  O14 1.327, O17 1.336, O24 1.204
68 C 2.25544 -4.90493 7.13078  C39 1.514, H81 1.091, H132 1.091, H144 1.089
69 C -0.07063 2.17596 -5.36660  C51 1.511, H84 1.089, H101 1.087, H141 1.092
70 C -0.58327 9.02574 -2.84774  O25 1.427, H92 1.088, H97 1.086, H110 1.089
71 C -2.26847 -0.65637 0.76783  F6 1.356, F7 1.333, C48 1.546, C54 1.568
72 B 3.80282 -2.30782 -1.48694  O10 1.503, O11 1.495, N31 1.571, C57 1.646
73 H 0.06049 -0.57196 -1.45779  C41 1.094
74 H 11.05163 -0.98469 -2.38893  C62 1.088
75 H 0.95717 -4.42201 -2.98390  C43 1.084
76 H -3.38638 0.12761 4.23845  C52 1.085
77 H 0.24718 -1.48539 2.67256  C37 1.090
78 H -3.01094 1.78455 4.70998  C52 1.089
79 H 7.56109 3.15832 -4.07358  C45 1.088
80 H -12.81630 -0.14291 1.10996  C65 1.088
81 H 1.45824 -5.32762 7.74328  C68 1.091
82 H -8.24781 1.02550 1.21726  C50 1.089
83 H -0.77487 -4.43114 -2.65679  C43 1.095
84 H 0.38624 1.18960 -5.42516  C69 1.089
85 H 10.43304 -1.86537 -3.80893  C62 1.089
86 H -2.53903 5.01782 7.83874  C47 1.089
87 H 1.52583 1.31868 -0.45266  C64 1.088
88 H 3.70538 -1.23906 -3.50716  C57 1.091
89 H 0.22504 -5.83637 -1.12816  C66 1.090
90 H -0.44509 -3.08565 -0.66446  C33 1.090
91 H -13.18766 -1.70031 1.88901  C65 1.086
92 H -0.52397 9.66982 -1.97311  C70 1.088
93 H -0.68320 3.61710 0.23486  C46 1.090
94 H -1.31809 -1.20873 -9.54098  C56 1.088
95 H -2.08612 1.48459 -5.75161  C51 1.090
96 H -0.32847 -5.95064 1.50918  C49 1.091
97 H -0.18810 9.54263 -3.71741  C70 1.086
98 H 0.42575 -0.87060 -9.45978  C56 1.089
99 H 1.33579 -5.28507 0.09957  C66 1.087
100 H -1.83520 3.20670 -6.03612  C51 1.089
101 H -0.22711 2.40636 -4.31588  C69 1.087
102 H -4.89958 0.88395 6.09907  C44 1.090
103 H -3.88340 -0.47174 6.58677  C44 1.088
104 H 0.00519 -2.90780 -3.03562  C43 1.088
105 H -1.58897 -5.81265 0.31995  C49 1.089
106 H 1.45698 -0.93237 -2.53156  C41 1.087
107 H -2.70658 4.78244 9.59480  C47 1.086
108 H 4.82177 -2.59121 -3.44109  C57 1.094
109 H -0.51097 -0.36769 -10.88779  C56 1.086
110 H -1.62023 8.74442 -3.02550  C70 1.089
111 H 0.96726 -3.59626 5.98542  C39 1.090
112 H -0.60216 3.79218 -1.52350  C46 1.091
113 H 5.77052 -2.89123 -0.96211  N31 1.014
114 H 5.30061 -1.05725 -2.70364  C57 1.093
115 H -7.78546 0.23338 4.14343  C60 1.091
116 H -1.55358 4.93350 -0.56213  C46 1.090
117 H 4.71768 -4.13214 -1.05860  N31 1.015
118 H 9.32476 3.09965 -4.04334  C45 1.090
119 H 3.21975 2.20224 -1.93070  C35 1.083
120 H -1.01634 -4.38025 1.20340  C49 1.085
121 H 9.80985 -2.24576 -2.18666  C62 1.086
122 H 1.62904 -2.87031 7.45147  C39 1.089
123 H -7.19411 -0.26787 1.76995  C50 1.082
124 H -8.79394 1.57902 3.60352  C60 1.089
125 H 3.63446 -3.01981 2.12741  C63 1.085
126 H 2.97875 0.77915 -3.13555  C35 1.078
127 H 1.77812 -0.09134 1.19433  C40 1.088
128 H 9.30967 1.82267 -6.20077  C36 1.089
129 H -7.04571 1.63202 3.34386  C60 1.090
130 H 1.48590 4.59930 -0.43491  C53 1.088
131 H 8.43466 3.34861 -6.38570  C36 1.090
132 H 3.16026 -4.83077 7.73567  C68 1.091
133 H 5.22806 -2.33698 2.45759  C63 1.084
134 H 4.91741 -4.05226 2.79733  C63 1.088
135 H -0.28783 -2.34908 1.26976  C37 1.087
136 H 7.54333 1.82889 -6.19072  C36 1.090
137 H -12.87802 -0.25785 2.88466  C65 1.089
138 H 2.24846 -3.42234 0.10963  C59 1.101
139 H -4.15500 4.83142 8.55972  C47 1.088
140 H 2.21081 -1.73491 1.53327  C40 1.087
141 H 0.63318 2.89949 -5.78225  C69 1.092
142 H -1.98144 0.46012 5.25612  C52 1.089
143 H 0.56485 5.79241 0.48322  C53 1.090
144 H 2.45267 -5.58468 6.30366  C68 1.089

Calculated values
Calculated total energy = -4126.0105 a.u.
Gap between HOMO and LUMO = 6.653 eV
Total charge = -1
Molecular weight = 1084.796 g/mol
F_max = 1.42 eV Å⁻¹
ΔE to the lowest compared entry with this formula, charge and spin = 6.2 kcal per mole